Density functional theory data (wB97M-V/def2-TZVPD) for an isolated molecule of C9H14Si.

ORCA input file:
```
! RIJCOSX wB97M-V def2-TZVPD def2/J DEFGRID3
* xyz 0 1
C -0.54 -0.50 -0.35
C -1.53 -0.64 0.48
C 0.61 0.33 0.26
C 0.55 1.98 1.07
C 1.27 1.65 0.04
C -0.43 -1.18 -1.73
C -2.80 -1.29 0.12
C 1.58 -0.56 1.03
C 2.35 1.88 -0.92
Si -0.97 0.82 1.51
H 0.55 -0.91 -2.09
H -1.25 -0.88 -2.37
H -0.48 -2.24 -1.35
H -2.69 -2.39 0.31
H -3.04 -1.04 -0.89
H -3.66 -0.96 0.66
H 2.47 -0.06 1.60
H 2.02 -1.41 0.39
H 1.08 -1.17 1.79
H 3.27 1.38 -0.65
H 2.47 3.05 -1.12
H 1.93 1.67 -1.94
H -1.88 1.96 1.21
H -0.90 0.50 2.95
*
```

The value obtained for the relative energy (zero: lowest compared OMol25 entry of this formula, charge and spin) is 139.2 kcal per mole. Its HOMO-LUMO gap is 9.448 eV. The molecular weight is 150.30 g mol⁻¹.

=====

Density functional theory data (wB97M-V/def2-TZVPD) for a structure of composition C9H15AuBr2IN4O2S.

ORCA input file:
```
! RIJCOSX wB97M-V def2-TZVPD def2/J DEFGRID3
* xyz 3 3
Au 0.35 0.02 -0.17
Br 1.05 -2.18 1.48
C 2.88 -2.46 0.89
Br 3.36 -1.22 -0.50
H 2.95 -3.46 0.48
H 3.53 -2.30 1.74
N -3.24 -2.68 1.62
C -3.53 -1.26 2.03
C -2.68 -0.31 1.19
O -3.14 0.83 1.08
O -1.61 -0.81 0.73
H -3.47 -3.36 2.35
H -2.24 -2.74 1.39
H -3.76 -2.95 0.78
H -3.23 -1.16 3.07
H -4.59 -1.06 1.93
I 4.53 4.05 -1.60
C 2.84 3.12 -2.11
C 2.25 3.36 -3.37
C 1.11 2.65 -3.66
C 0.61 1.75 -2.72
N 1.17 1.53 -1.51
C 2.27 2.20 -1.20
H 2.68 4.06 -4.08
H 0.61 2.77 -4.61
H -0.28 1.17 -2.94
H 2.72 2.00 -0.24
N -4.68 3.40 -0.59
C -3.74 3.52 0.33
N -3.97 4.19 1.45
S -2.17 2.81 0.07
H -5.61 3.79 -0.48
H -4.48 2.88 -1.43
H -4.85 4.64 1.65
H -3.23 4.26 2.13
*
```

Its HOMO-LUMO gap (spin up / spin down) is 8.162 / 4.273 eV. The molecular weight is 726.99 g mol⁻¹.

=====

Density functional theory data (wB97M-V/def2-TZVPD) for an isolated molecule of C9H15BrN4O3.

ORCA input file:
```
! RIJCOSX wB97M-V def2-TZVPD def2/J DEFGRID3
* xyz 0 1
C -1.34 1.40 -2.69
C -0.24 0.31 -2.90
C 1.24 0.82 -2.60
Br 1.68 2.49 -3.54
C 1.31 0.97 -1.03
N 1.74 -0.14 -0.38
N 1.75 -0.05 0.93
C 1.33 1.15 1.42
C 1.29 1.25 3.00
O 0.84 0.05 3.62
C -0.43 -0.34 3.14
O -0.25 -1.58 2.46
C -1.16 -1.74 1.38
C -0.58 -2.64 0.23
O -1.42 -2.53 -0.94
N 0.94 2.27 0.76
N 0.93 2.18 -0.54
H -1.34 1.84 -1.66
H -1.19 2.22 -3.43
H -2.37 0.99 -2.84
H -0.32 -0.08 -3.95
H -0.47 -0.54 -2.20
H 1.91 -0.01 -2.93
H 2.28 1.60 3.40
H 0.56 2.06 3.28
H -1.09 -0.55 4.03
H -0.96 0.44 2.53
H -2.08 -2.27 1.76
H -1.51 -0.79 0.91
H 0.46 -2.38 -0.07
H -0.63 -3.72 0.55
H -0.89 -2.69 -1.72
*
```

Its structure (SMILES) is CC[C@@H](Br)c1nnc(COCOCCO)nn1. Its HOMO-LUMO gap is 8.810 eV. The molecular weight is 307.15 g mol⁻¹.

=====

Density functional theory data (wB97M-V/def2-TZVPD) for an isolated molecule of C9H15Cl.

ORCA input file:
```
! RIJCOSX wB97M-V def2-TZVPD def2/J DEFGRID3
* xyz 0 1
C 2.41 -1.07 -0.17
C 1.32 -0.82 -0.84
C 1.19 -0.60 -2.26
C -0.30 -0.71 -0.15
Cl -0.75 -2.37 -0.55
C -1.18 0.57 -0.35
C -0.64 1.88 -0.98
C -0.91 0.02 0.98
C 0.16 0.88 1.76
C -1.87 -0.69 1.89
H 3.35 -1.34 -0.60
H 2.55 -1.12 0.89
H 0.78 -1.53 -2.77
H 0.58 0.30 -2.43
H 2.21 -0.38 -2.68
H -2.14 0.21 -0.76
H -0.07 2.37 -0.17
H -1.59 2.32 -1.29
H 0.14 1.78 -1.77
H 0.56 0.10 2.50
H -0.38 1.65 2.32
H 0.98 1.19 0.98
H -2.90 -0.54 1.49
H -1.85 -0.38 2.94
H -1.65 -1.73 2.04
*
```

Its structure (SMILES) is C=C(C)[C@]1(Cl)[C@H](C)C1(C)C. The value obtained for the relative energy (zero: lowest compared OMol25 entry of this formula, charge and spin) is 0.0 kcal per mole. Its HOMO-LUMO gap is 10.100 eV. The molecular weight is 158.67 g mol⁻¹.

=====

Density functional theory data (wB97M-V/def2-TZVPD) for a structure of composition C9H15ClI2N2OPY.

ORCA input file:
```
! RIJCOSX wB97M-V def2-TZVPD def2/J DEFGRID3
* xyz 2 1
I -1.02 -2.19 -1.06
I -0.98 2.32 -1.14
Y 0.87 0.08 -0.11
P 0.29 0.00 -3.10
C -1.38 -0.02 -3.83
C 1.07 1.40 -3.96
H 2.07 -1.59 -3.47
H 1.20 -1.19 -4.99
H 0.47 -2.33 -3.80
C 1.08 -1.43 -3.93
H 2.07 1.57 -3.53
H 1.16 1.15 -5.03
H -1.28 -0.01 -4.93
H -1.94 0.86 -3.50
H 0.46 2.31 -3.83
H -1.92 -0.92 -3.52
C -2.14 0.03 -0.19
O -3.29 0.04 -0.34
Cl 3.30 -0.08 -0.44
N -0.07 -0.02 6.26
C -0.05 -0.03 4.91
C 0.86 -0.85 4.21
C 0.92 -0.77 2.83
N 0.15 0.12 2.12
C -0.81 0.83 2.79
C -0.92 0.80 4.17
H 0.58 -0.57 6.80
H -0.68 0.59 6.77
H 1.51 -1.54 4.76
H 1.58 -1.40 2.23
H -1.48 1.42 2.17
H -1.66 1.41 4.68
*
```

The value obtained for the relative energy (zero: lowest compared OMol25 entry of this formula, charge and spin) is 14.7 kcal per mole. Its HOMO-LUMO gap (spin up / spin down) is 4.678 / 4.430 eV. The molecular weight is 576.37 g mol⁻¹.

=====

Density functional theory data (wB97M-V/def2-TZVPD) for a cluster of 2 separate species, C9H15FO3 in total.

ORCA input file:
```
! RIJCOSX wB97M-V def2-TZVPD def2/J DEFGRID3
* xyz 0 1
C -4.59 0.79 0.67
C -3.79 0.85 -0.68
O -2.40 0.41 -0.38
C -2.13 -0.82 -0.37
C -1.38 -1.86 0.18
F -0.47 -2.54 -0.53
O -2.85 -1.85 -0.46
H -5.62 0.86 0.39
H -4.44 0.09 1.42
H -4.49 1.68 1.27
H -3.58 1.91 -1.13
H -4.33 0.10 -1.29
C 2.57 0.53 -1.97
C 1.56 0.41 -0.89
O 0.41 0.75 -0.92
C 2.14 -0.17 0.42
C 1.18 -0.30 1.66
C 2.84 -1.51 0.36
H 1.91 0.94 -2.77
H 3.10 -0.49 -2.19
H 3.26 1.23 -1.75
H 2.89 0.73 0.54
H 1.63 -0.20 2.68
H 0.67 -1.31 1.57
H 0.21 0.36 1.65
H 3.82 -1.57 -0.30
H 2.15 -2.34 -0.10
H 3.23 -1.90 1.28
*
```

Its structure (SMILES) is CCOC1=C(F)O1.CC(=O)C(C)C. Its HOMO-LUMO gap is 8.628 eV. The molecular weight is 190.21 g mol⁻¹.

=====

Density functional theory data (wB97M-V/def2-TZVPD) for a cluster of 2 separate species, C9H15N2O in total.

ORCA input file:
```
! RIJCOSX wB97M-V def2-TZVPD def2/J DEFGRID3
* xyz 1 1
C -3.02 2.33 -0.18
C -3.16 0.94 -0.28
C -1.68 2.55 0.12
C -1.92 0.40 -0.12
C 2.02 -0.85 -0.07
C 2.21 -2.35 -0.34
C -2.11 -1.93 -0.56
C 2.23 1.26 1.14
C -1.48 -0.95 0.09
N 1.34 -0.15 -1.00
N 2.41 -0.15 0.97
O -1.08 1.39 0.27
H -3.77 3.11 -0.48
H -4.05 0.41 -0.63
H -1.23 3.45 0.26
H 2.91 -2.60 -1.14
H 1.17 -2.75 -0.37
H 2.75 -2.88 0.54
H 2.94 -0.65 1.73
H -3.01 -1.56 -1.18
H -1.64 -2.92 -0.49
H 1.18 1.50 1.29
H 2.53 1.91 0.29
H 2.72 1.45 2.03
H -0.57 -1.17 0.69
H 1.02 -0.70 -1.73
H 1.31 0.93 -0.83
*
```

The value obtained for the relative energy (zero: lowest compared OMol25 entry of this formula, charge and spin) is 54.9 kcal per mole. Its HOMO-LUMO gap is 8.057 eV. The molecular weight is 167.23 g mol⁻¹.

=====

Density functional theory data (wB97M-V/def2-TZVPD) for a cluster of 2 separate species, C9H15N2O2 in total.

ORCA input file:
```
! RIJCOSX wB97M-V def2-TZVPD def2/J DEFGRID3
* xyz 1 1
C 1.57 1.08 0.86
C 2.93 1.11 0.74
C 2.19 0.28 -1.15
C 1.00 0.49 -0.28
C 0.85 -2.31 0.68
C -0.83 -0.24 -1.81
C -2.04 1.66 0.63
C -2.24 -0.74 0.98
C -0.27 0.09 -0.39
N 1.10 -2.80 -0.38
N -1.21 0.41 0.69
O 0.67 -1.50 1.51
O 3.31 0.81 -0.52
H 0.95 1.36 1.71
H 3.74 1.48 1.34
H 2.19 0.79 -2.09
H -0.13 0.07 -2.48
H -1.05 -1.28 -1.91
H -1.70 0.39 -1.85
H -3.12 1.62 1.00
H -1.50 2.49 1.12
H -2.10 1.85 -0.57
H -1.69 -1.66 0.67
H -2.45 -0.70 2.04
H -3.16 -0.64 0.29
H 2.39 -0.77 -1.49
H 1.27 -3.67 -0.82
H -0.67 0.33 1.48
*
```

The value obtained for the relative energy (zero: lowest compared OMol25 entry of this formula, charge and spin) is 73.4 kcal per mole. Its HOMO-LUMO gap is 8.801 eV. The molecular weight is 183.23 g mol⁻¹.

=====

Density functional theory data (wB97M-V/def2-TZVPD) for an isolated molecule of C9H15N2O3P.

ORCA input file:
```
! RIJCOSX wB97M-V def2-TZVPD def2/J DEFGRID3
* xyz 0 1
C 0.50 2.37 -0.54
C 1.46 1.78 0.32
C 4.42 -1.55 -0.94
C 5.26 -0.34 -1.18
C -3.12 -0.51 -0.67
C -0.59 2.90 0.30
C -2.93 0.43 0.59
C -0.96 1.85 1.42
C -1.43 0.40 1.03
N 2.53 1.26 0.31
N 3.58 0.83 0.73
O 0.48 2.35 -1.72
O 4.75 -2.12 0.34
O 5.28 -1.06 1.17
P 5.22 0.45 0.54
H 3.34 -1.26 -1.12
H 4.49 -2.37 -1.59
H 6.23 -0.62 -1.49
H 4.74 0.36 -2.02
H -2.09 -0.56 -1.23
H -3.66 -1.46 -0.29
H -3.87 -0.08 -1.30
H -0.06 3.82 0.84
H -1.47 3.28 -0.21
H -3.25 1.37 0.19
H -3.54 0.03 1.41
H -1.70 2.35 2.06
H -0.07 1.78 1.97
H -0.89 0.13 0.12
H -1.36 -0.30 1.85
*
```

The value obtained for the relative energy (zero: lowest compared OMol25 entry of this formula, charge and spin) is 178.1 kcal per mole. Its HOMO-LUMO gap is 8.668 eV. The molecular weight is 230.20 g mol⁻¹.

=====

DFT total energy / eV: -17432.061, -182316.661, -91717.382, -22095.371, -53646.735, -18429.872, -14595.582, -16641.996, -27980.424